21
Properties=species:S:1:pos:R:3:forces:R:3:mulliken_charge:R:1 method="wB97M-V/def2-TZVPD" homo_ha=-0.2484 orbital_gap_ev=7.42 largest_force_ev_per_a=3.2 e_above_lowest_kj_mol=326.0
C -0.743 -0.162 0.046 0.562 0.811 1.583 0.764
C -1.629 0.015 1.283 -0.017 -0.130 -0.297 -1.757
C -0.664 -1.632 -0.328 -0.054 -0.041 0.133 -1.502
N -1.286 0.684 -1.027 -0.149 0.121 -0.265 -0.700
H 0.380 0.546 0.865 -1.925 -1.249 -2.204 0.305
H -1.003 0.336 -1.939 0.219 -0.042 0.059 0.226
H -2.304 0.595 -1.058 -0.027 0.102 0.091 0.252
H -1.745 1.070 1.548 -0.037 0.015 -0.079 0.387
H -0.149 -2.201 0.450 0.077 -0.047 -0.076 0.282
H -1.159 -0.478 2.139 -0.204 -0.126 0.048 0.383
H -2.633 -0.412 1.134 -0.077 -0.015 0.115 0.430
H -0.145 -1.805 -1.274 0.184 0.082 0.063 0.297
H -1.657 -2.093 -0.444 -0.155 0.124 0.042 0.453
C 1.863 0.161 -0.305 1.925 0.365 1.216 0.389
N 1.601 0.802 1.061 0.277 -0.219 -0.723 -0.402
N 1.836 1.115 -1.305 -0.382 -0.644 1.070 -0.438
O 2.371 -0.936 -0.342 -0.762 1.049 -0.151 -0.535
H 2.355 0.809 -2.117 -0.674 0.157 -0.219 0.250
H 1.920 1.763 1.151 0.263 -0.295 0.103 0.287
H 1.822 0.163 1.819 0.514 0.212 -0.158 0.311
H 0.970 1.659 -1.357 0.439 -0.231 -0.350 0.316